No. 1
Here is a cluster of 2 separate species, C4H14N2O2 in total at a distorted geometry from OMol25. Energies are from ωB97M-V/def2-TZVPD.

For the total energy, the calculation gives -420.74509 hartree. As for the structure (SMILES): CNC[C@H](N)CO.O.

XYZ file:
```
22
Properties=species:S:1:pos:R:3:forces:R:3:lowdin_charge:R:1
N 0.848 -1.967 0.801 -0.31 1.08 1.10 0.053
C 0.254 -0.750 0.252 0.67 -0.21 -1.12 -0.381
C 0.414 -0.803 -1.273 -0.32 -0.97 -1.07 -0.217
O -0.363 -1.903 -1.779 0.47 -0.54 3.32 -0.052
C 0.942 0.554 0.630 0.39 -0.12 0.33 -0.223
N 0.200 1.724 0.197 0.03 0.10 0.30 -0.121
C 0.848 2.981 0.584 0.51 -0.42 -0.88 -0.122
H 1.855 -1.932 0.800 0.08 -0.32 -0.30 0.072
H 0.449 -2.744 0.310 0.34 -0.48 -0.20 0.063
H -0.793 -0.793 0.536 0.10 0.32 -0.07 0.103
H 0.185 0.106 -1.824 -0.27 0.25 0.31 0.115
H 1.448 -1.074 -1.521 0.21 0.37 0.40 0.119
H -0.627 -1.790 -2.642 -0.74 0.63 -2.93 0.035
H 1.868 0.568 0.048 0.24 0.04 0.13 0.116
H 1.254 0.614 1.679 -0.23 -0.26 0.23 0.123
H -0.737 1.726 0.574 -0.12 -0.14 0.21 0.090
H 1.936 2.890 0.511 -0.03 -0.28 -0.11 0.076
H 0.673 3.320 1.603 -0.43 0.15 0.04 0.076
H 0.587 3.682 -0.201 -0.21 0.68 0.43 0.072
H -2.894 -0.740 0.950 0.69 -0.69 -0.45 0.035
H -2.196 0.288 -0.147 0.07 -1.04 0.06 0.016
O -2.839 0.113 0.540 -1.14 1.89 0.28 -0.048
```
Positions in Å, forces in eV/Å.

---

No. 2
Here is a cluster of 2 separate species, C4H14N2O2 in total at a distorted geometry from OMol25. Energies are from ωB97M-V/def2-TZVPD.

For the total energy, the calculation gives -420.12520 hartree. The total charge is +2.

XYZ file:
```
22
Properties=species:S:1:pos:R:3:forces:R:3:lowdin_charge:R:1
O -0.374 2.752 -0.990 -1.99 -0.66 0.21 0.096
C -0.916 1.856 -0.381 2.86 1.32 0.50 -0.111
C 0.136 0.984 0.477 -1.39 -0.34 -3.26 -0.137
C -0.377 -0.488 0.133 2.72 1.37 -2.24 -0.190
C -1.203 -1.095 1.156 -1.84 -0.90 2.79 -0.111
N -0.281 -2.195 1.825 -1.66 0.80 -0.45 0.213
N 1.434 1.383 -0.242 -2.40 2.51 0.69 0.211
H -1.950 1.520 -0.461 -0.26 0.23 0.03 0.153
H 0.268 1.246 1.505 -0.27 -0.06 0.73 0.150
H 0.510 -1.121 -0.066 -0.18 0.19 0.22 0.131
H -0.820 -0.550 -0.885 -0.12 0.62 0.73 0.137
H -2.142 -1.639 0.762 1.63 0.75 0.73 0.179
H -1.554 -0.385 2.027 0.74 -1.37 -1.74 0.183
H 0.726 -1.989 1.880 -0.51 0.18 0.24 0.179
H -0.407 -3.023 1.260 0.19 -0.64 -0.11 0.167
H -0.709 -2.361 2.721 0.34 -0.51 0.86 0.164
H 1.321 1.245 -1.229 -0.29 -0.88 -1.23 0.085
H 2.179 0.843 0.070 2.15 -0.64 0.87 0.144
H 1.514 2.469 -0.230 0.21 -2.07 0.61 0.228
H 0.347 -0.314 -3.213 -2.03 -1.69 -1.21 0.039
H 1.319 0.724 -3.399 0.53 0.36 -0.21 0.090
O 0.976 0.139 -2.719 1.56 1.43 1.23 0.001
```
Positions in Å, forces in eV/Å.

---

What are the HOMO-LUMO gap values for these records? In order: 9.89 11.07 eV.
What are the E_HOMO values for these records? In order: -9.04 -18.21 eV.